# 1
This record from the OMol25 dataset describes C4H4O2 in the gas phase. The level of theory is ωB97M-V with the def2-TZVPD basis set.

```
10
Properties=species:S:1:pos:R:3:forces:R:3:lowdin_charge:R:1
C -0.040988 1.445802 -1.248797 -0.1803 0.4249 0.0686 0.13
C -1.004598 1.064024 -0.619133 1.2914 -0.5425 -0.6392 -0.06
C -1.010331 -0.386859 -0.216227 -0.4133 -0.4447 0.0879 -0.22
O -0.594756 -0.527832 1.141933 -0.0210 -0.0642 0.1852 -0.03
C 0.731474 -0.503424 1.352829 0.2499 -0.0319 -0.1711 -0.33
O 1.591272 -0.422059 0.514418 -0.5188 -0.0464 0.3165 0.07
H 0.901733 1.470988 -1.735185 0.1440 0.8700 -0.2846 0.06
H -0.275339 -0.907331 -0.841810 -0.4413 -0.0288 0.1860 0.12
H -1.986992 -0.837370 -0.332674 -0.1141 -0.1715 0.3482 0.11
H 0.917818 -0.587454 2.432214 0.0036 0.0350 -0.0974 0.15
```
Forces are in eV/Å.

Maximum force (eV/Å): 1.540
Orbital gap (eV): 10.57
HOMO energy (Ha): -0.377



# 2
This record from the OMol25 dataset describes 14 unconnected molecules or ions with the total composition C56H112O28S11. The level of theory is ωB97M-V with the def2-TZVPD basis set.

```
207
Properties=species:S:1:pos:R:3:forces:R:3:lowdin_charge:R:1
O -4.353252 2.472961 -6.394932 0.3831 -0.6672 1.0419 0.10
C -3.652289 3.239653 -6.992133 -0.0947 1.1503 -0.6499 -0.56
O -2.625070 3.975455 -6.542508 0.3346 -0.4666 0.6004 0.00
C -2.111285 3.699651 -5.208764 0.2471 0.3763 0.1056 -0.18
C -0.764666 4.412385 -5.002409 -1.0585 1.3657 -1.1618 -0.05
C -3.955013 3.629513 -8.390785 0.2800 1.1626 -2.0525 0.00
H -2.012888 2.639106 -5.094168 0.0862 -0.6100 0.0304 0.09
H -2.832668 4.041832 -4.463306 0.0336 0.0242 -0.0825 0.12
H -0.027133 4.246143 -5.805668 -0.2641 -0.4690 0.4666 0.08
H -0.397190 4.205098 -4.013179 0.2879 -0.3476 0.3062 0.04
H -0.948985 5.512139 -5.040129 0.0749 -0.6143 0.1242 0.09
H -4.070380 2.780408 -9.084217 0.4409 0.1214 0.4681 0.09
H -3.243747 4.403842 -8.812571 -0.6260 -1.1673 0.5207 0.10
H -4.937487 4.097969 -8.446131 -0.1224 0.0571 0.3891 0.08
O -4.337232 -3.211367 -0.478090 0.3556 -0.3073 0.4468 0.08
C -5.520362 -3.072583 -0.304241 -0.1348 -0.1515 -1.3098 -0.55
O -6.412550 -4.091557 -0.334846 0.1104 -0.1825 0.6917 0.00
C -5.809385 -5.383053 -0.431972 0.5071 -1.3531 -0.6548 -0.22
C -5.286415 -5.912675 0.889614 -0.7312 2.3244 1.0798 -0.06
C -6.206827 -1.773268 -0.302801 -1.4331 0.6577 -0.1344 0.03
H -4.985565 -5.274645 -1.142755 -0.1571 -0.3230 -0.0564 0.11
H -6.542637 -6.141111 -0.801541 0.2470 1.1277 -0.0262 0.14
H -4.776119 -6.839913 0.836483 0.3421 -0.9262 -0.2999 0.06
H -6.149573 -5.976634 1.567506 0.2678 -0.3217 -0.0136 0.09
H -4.615207 -5.159151 1.354654 -0.1394 -0.4831 -0.3147 0.07
H -6.849055 -1.734846 -1.202884 0.3054 -0.0021 0.3572 0.12
H -5.570252 -0.918095 -0.292893 0.8994 0.2465 -0.2373 0.05
H -6.872724 -1.640562 0.537853 -0.3444 -0.3180 0.3335 0.10
O 1.159400 2.706438 6.432780 -0.6477 0.8825 0.1748 0.08
C 0.311607 3.555808 6.622355 -0.7931 -0.0517 0.4369 -0.51
O -0.724784 3.819010 5.801888 0.5815 -0.6192 -0.0321 -0.02
C -0.829265 2.934819 4.668159 -0.4463 -0.5601 0.4788 -0.21
C -1.841027 3.549533 3.714633 1.0185 -2.0450 -1.0009 -0.06
C 0.200987 4.508781 7.785875 0.8938 0.8038 -0.9329 0.02
H -1.284846 1.976848 5.037050 0.7799 0.5339 -0.2131 0.13
H 0.216033 2.758660 4.305149 -1.1830 0.1283 -0.1941 0.12
H -1.475490 4.492590 3.377238 0.0460 0.7421 -0.4019 0.05
H -2.830848 3.650522 4.188018 0.3704 -0.2728 -0.3981 0.09
H -1.783111 2.806745 2.824090 -0.8049 1.3844 1.1837 0.10
H 0.231555 5.506582 7.316359 0.3006 -0.1798 0.2534 0.10
H 1.059934 4.369410 8.413032 0.2280 0.0682 0.5143 0.08
H -0.727873 4.548374 8.328536 -0.3713 -0.6989 0.1021 0.08
C -2.884045 -1.459591 -5.437735 0.4086 -0.4830 -1.5560 -0.19
C -1.640092 -1.909448 -4.640378 -0.3554 -0.8712 0.4257 -0.21
C -1.877215 -1.650241 -3.161891 0.1890 0.1388 0.4442 -0.23
S -2.857560 -0.155364 -3.173346 0.0235 -1.1564 2.1697 0.66
O -1.969246 0.942975 -3.373277 0.6248 1.1075 -0.2570 -0.29
O -3.721638 -0.151909 -1.992290 0.1500 0.2972 -0.8728 -0.33
C -3.726871 -0.463538 -4.644997 -0.7759 0.8511 -1.0929 -0.23
H -3.476745 -2.318688 -5.760171 -0.1392 0.0387 0.3330 0.11
H -2.493661 -1.048217 -6.406422 -0.5720 0.0221 0.9058 0.13
H -0.838613 -1.267705 -4.914184 0.9238 0.2009 -0.3944 0.06
H -1.375290 -2.980927 -4.823299 -0.1499 0.9596 0.0331 0.13
H -0.938774 -1.457653 -2.573886 -0.9248 -0.2355 -0.4699 0.10
H -2.520628 -2.388764 -2.676655 0.1767 -0.0841 0.0600 0.10
H -3.811545 0.518661 -5.145774 0.0683 -0.3611 0.1643 0.09
H -4.751936 -0.756553 -4.403873 0.2702 -0.3373 0.0081 0.11
C -2.941773 -3.037907 3.331834 0.5553 -1.8374 0.3364 -0.24
C -2.674795 -2.403222 4.685582 -1.7870 1.2222 -0.2662 -0.19
C -2.705007 -0.876102 4.405620 -1.3507 0.2142 -0.7175 -0.18
S -4.255020 -0.722960 3.403545 2.0981 -0.2451 -1.2740 0.70
O -3.955845 0.204903 2.314585 -0.6644 -0.0797 0.5290 -0.36
O -5.439463 -0.520787 4.179819 -0.3695 0.0581 0.5306 -0.31
C -4.192863 -2.433646 2.766871 -0.3827 0.9546 0.2106 -0.21
H -3.061848 -4.143354 3.490763 0.0140 0.8777 -0.2698 0.14
H -2.060414 -2.942186 2.699853 -0.0985 0.2588 -0.2268 0.09
H -1.740263 -2.692957 5.055825 1.2609 -0.5857 0.8055 0.09
H -3.533620 -2.737326 5.328799 0.9868 0.6238 -0.0221 0.14
H -1.912639 -0.503754 3.718158 -0.3269 -0.5940 0.4924 0.09
H -2.888208 -0.127549 5.177450 0.3194 -0.4387 0.4848 0.09
H -4.192380 -2.375868 1.688474 -0.1725 -0.0008 -0.1724 0.07
H -5.103362 -2.852051 3.181122 -0.1438 -0.4024 -0.1635 0.11
C -5.032346 2.199883 0.039871 0.7239 -0.0883 0.4315 -0.22
C -4.994439 3.244731 1.167761 -0.7612 0.3271 0.1990 -0.20
C -4.005592 4.358205 0.759404 0.4502 -1.7553 0.1078 -0.22
S -4.083692 4.412136 -1.019731 2.8116 -0.7700 -1.2124 0.72
O -2.748856 3.960925 -1.561752 -2.8138 0.9735 0.9155 -0.37
O -4.615027 5.695004 -1.434498 -0.0534 -0.5325 -0.1516 -0.34
C -5.253960 3.032853 -1.230297 0.5163 0.0091 0.2703 -0.19
H -5.771074 1.416341 0.219205 -0.2907 0.3596 -0.1342 0.11
H -4.090056 1.634312 0.021841 -0.0799 0.3419 -0.3616 0.09
H -4.777563 2.874448 2.178779 0.1166 -0.1970 -0.4718 0.10
H -6.022844 3.628820 1.201351 0.1813 0.3131 0.2029 0.12
H -2.982936 4.013847 0.991198 -0.3387 0.4217 -0.0973 0.07
H -4.192045 5.331457 1.156506 -0.1612 0.5761 0.2215 0.10
H -5.031083 2.508732 -2.153822 0.1215 0.0686 -0.1043 0.10
H -6.230887 3.503289 -1.275412 -0.2496 -0.0824 0.0611 0.10
C 2.933953 -0.661991 6.026150 -1.4657 0.8921 0.0799 -0.20
C 1.560714 -0.219323 5.449394 0.3645 0.6712 -0.1068 -0.19
C 1.843638 0.401932 4.069018 1.0748 -0.5917 0.1002 -0.18
S 3.418324 -0.389090 3.482854 -0.4285 0.9059 1.6570 0.71
O 4.503817 0.557627 3.646702 -0.0354 0.4164 -0.0774 -0.33
O 3.338142 -0.981761 2.180225 -0.5588 -0.6799 -0.1620 -0.33
C 3.591749 -1.452976 4.922768 2.1615 -0.0025 0.4361 -0.22
H 2.724521 -1.113052 7.009715 0.5735 -0.4268 -0.6202 0.13
H 3.468318 0.254325 6.199215 0.5939 0.3637 0.2536 0.11
H 1.110683 0.564569 6.080018 0.1426 -0.5209 -0.2409 0.09
H 0.926157 -1.078945 5.415365 -0.5960 -0.5488 -0.3035 0.10
H 2.228471 1.384983 4.261171 -0.1244 0.8240 -0.1173 0.08
H 1.089524 0.393881 3.286077 -0.0238 -0.2768 0.2507 0.06
H 4.707677 -1.551293 5.049413 -1.0681 0.1011 -0.1420 0.13
H 3.171354 -2.420808 4.839633 -0.6294 -0.8756 -0.4783 0.05
C 3.623373 -2.878465 -1.337974 1.9682 0.1569 1.3873 -0.21
C 4.239023 -2.032660 -0.161229 0.6408 -0.2603 -3.1665 -0.17
C 5.764378 -2.245571 -0.428238 -0.7756 1.4965 0.8081 -0.19
S 5.966944 -2.258505 -2.206221 -1.3790 -1.6219 -0.4297 0.68
O 6.569052 -3.543966 -2.518699 -0.1656 0.7680 -0.1306 -0.32
O 6.457918 -1.052796 -2.793254 1.0515 0.9935 0.0866 -0.32
C 4.195852 -2.291736 -2.589256 -0.2428 -0.1870 0.0485 -0.22
H 2.596615 -2.983548 -1.359545 -2.3265 0.3155 0.0979 0.08
H 4.012300 -3.868641 -1.174356 0.1934 -0.7855 -0.1378 0.11
H 3.950444 -2.388901 0.766850 -0.3255 -0.6571 1.5337 0.03
H 3.941399 -0.988224 -0.249845 0.1844 -0.0632 -0.0166 0.08
H 6.091299 -3.161890 0.020628 0.2040 -0.7229 -0.2533 0.10
H 6.389901 -1.466350 -0.008048 0.0892 0.3279 -0.0392 0.09
H 4.017396 -2.890876 -3.486418 0.2176 0.1156 0.0825 0.12
H 3.730642 -1.298832 -2.670256 0.6860 -0.0158 -0.3355 0.09
C -1.219133 1.289842 -0.169095 0.8132 -0.3283 0.1703 -0.18
C 0.230270 1.133946 -0.686239 -0.9522 -0.1840 -1.1298 -0.21
C 1.018181 0.445221 0.376160 0.2989 -1.3669 0.2330 -0.20
S -0.126053 -0.915463 0.758231 1.1650 -0.9712 -0.6021 0.72
O -0.053607 -1.388173 2.132488 -0.0186 0.1926 0.0381 -0.34
O 0.099780 -1.920183 -0.291804 -0.3000 0.5585 0.7070 -0.33
C -1.624877 -0.056546 0.427621 -0.8465 0.1678 -0.5231 -0.21
H -1.902492 1.574046 -0.955925 -0.0370 0.2899 -0.0682 0.07
H -1.205646 2.018161 0.628675 -0.1676 0.5262 0.1611 0.09
H 0.648354 2.080474 -0.958328 0.3186 0.6277 -0.1080 0.09
H 0.187247 0.519738 -1.601650 0.2447 0.1663 0.1934 0.11
H 1.087740 1.035967 1.269641 0.1503 0.5173 0.4520 0.08
H 2.020917 0.026956 0.107704 -1.0367 0.2954 0.1533 0.10
H -2.341205 0.042589 1.248626 0.7003 -0.1939 0.1595 0.07
H -2.148264 -0.646074 -0.319945 0.0365 -0.2435 -0.1500 0.08
C 1.296091 7.283522 -0.162276 1.0954 -0.3440 2.0838 -0.19
C 1.524266 6.456603 -1.417799 -1.4058 -1.1156 -0.2678 -0.18
C 1.123008 4.939972 -1.139318 -1.5223 1.7114 0.2135 -0.17
S 0.635804 4.846358 0.642175 2.2214 -0.8854 -0.6090 0.65
O 1.303474 3.700531 1.252281 -0.2402 0.2227 -0.2619 -0.34
O -0.747604 5.008328 0.892636 -1.7981 0.2397 -0.0766 -0.30
C 1.472267 6.314367 1.120385 0.3132 1.5930 -1.5018 -0.21
H 0.324143 7.772605 -0.052917 -0.1035 -0.4731 -0.3827 0.11
H 2.015320 8.112357 -0.066700 -0.0797 -0.3543 -0.1242 0.11
H 2.549429 6.453547 -1.736776 0.5131 0.2189 -0.0651 0.10
H 0.884240 6.866005 -2.229509 0.5610 -0.3927 0.3535 0.12
H 1.880898 4.216961 -1.303845 0.8040 -0.2301 0.1355 0.02
H 0.290803 4.676134 -1.789110 -0.4381 -0.0928 0.4226 0.08
H 2.492318 6.028244 1.392588 -0.0017 0.2176 -0.4128 0.10
H 1.019729 6.822087 1.950310 -0.4246 -0.2494 0.6019 0.09
C 3.521504 -4.626412 2.138452 -0.8167 0.5366 1.0830 -0.15
C 3.681060 -5.720782 3.258092 -0.0474 0.2330 -1.9032 -0.20
C 2.318550 -6.273285 3.588465 -0.1979 0.4109 1.0745 -0.21
S 1.345059 -4.748426 3.646075 0.0517 -1.1335 0.6010 0.70
O 1.798331 -3.998542 4.819473 -0.3297 -0.2196 -1.0489 -0.33
O -0.072753 -4.991089 3.492319 0.0329 0.2483 0.3283 -0.33
C 2.022535 -4.126512 2.137826 1.2979 -0.0004 -0.3390 -0.20
H 3.943595 -4.931712 1.180782 -0.6390 -0.1349 -0.0844 0.11
H 4.088757 -3.775534 2.453865 0.6254 0.5356 0.1099 0.08
H 4.177452 -5.275120 4.087910 0.0800 0.2319 0.8931 0.10
H 4.338142 -6.471901 2.868458 0.2879 -0.6557 -0.0824 0.11
H 2.328334 -6.748828 4.573531 -0.3365 0.1176 -0.1012 0.11
H 1.868027 -6.922206 2.843996 0.1486 0.0586 -0.1580 0.08
H 1.866048 -3.047243 2.164520 0.2679 0.0264 -0.1899 0.07
H 1.506196 -4.550056 1.287009 -0.4666 -0.1490 0.1526 0.07
C 5.861404 2.936586 1.173024 -0.7882 0.1837 -0.2908 -0.21
C 6.696605 2.197244 0.174702 1.0646 0.2225 -1.2157 -0.22
C 6.136526 2.483698 -1.206805 -0.4341 0.3543 -1.2159 -0.20
S 4.348628 2.415900 -0.899082 -0.2878 0.6679 0.0040 0.73
O 3.798377 1.148252 -1.342618 0.0740 0.2221 -0.0386 -0.33
O 3.715443 3.654661 -1.372528 0.8488 -1.0585 0.1777 -0.35
C 4.451889 2.441966 0.914949 0.1700 -0.5904 -0.9037 -0.19
H 5.922653 4.021757 1.081066 0.1743 -0.0219 -0.0345 0.13
H 6.115881 2.623059 2.145601 0.4371 -0.0356 1.3760 0.10
H 6.653094 1.126322 0.341543 0.0146 -0.2273 0.2125 0.12
H 7.734862 2.499254 0.163242 0.3541 -0.0222 0.2981 0.12
H 6.427919 1.823895 -2.039846 -0.3458 -0.4173 0.6641 0.10
H 6.361652 3.474790 -1.644677 -0.1982 -0.0875 0.8364 0.11
H 4.408941 1.381263 1.226034 -0.4036 0.5706 -0.0190 0.09
H 3.641646 3.063080 1.267564 -0.2915 -0.0819 0.2100 0.09
C 3.657094 2.272998 -4.724426 -2.2035 0.1878 -0.2777 -0.18
C 4.423025 0.982746 -4.717271 -0.6385 -0.0091 0.7719 -0.24
C 3.520553 -0.044832 -5.378359 0.3696 1.3897 -2.3452 -0.20
S 1.805540 0.370060 -4.927170 -0.4458 -0.8138 1.4361 0.72
O 1.302360 -0.611347 -3.931168 0.7079 1.1656 -1.5681 -0.35
O 0.997766 0.680374 -6.104868 0.8176 -0.3528 0.9842 -0.33
C 2.250339 1.889742 -4.061146 0.2404 1.2183 -2.3246 -0.18
H 3.500246 2.584934 -5.765702 -0.1586 0.0225 0.1274 0.12
H 4.096980 3.118642 -4.225602 0.3017 0.1354 0.4813 0.10
H 4.609587 0.707461 -3.691719 0.3067 -0.2525 0.3831 0.07
H 5.344412 1.055999 -5.245994 0.8149 -0.0304 -0.3304 0.12
H 3.806758 -1.024475 -5.121657 -0.1386 -1.3188 0.2954 0.07
H 3.682007 0.117734 -6.499452 -0.7908 -0.4820 1.3489 0.14
H 2.381119 1.772580 -3.019306 0.0072 -0.6415 1.0153 0.04
H 1.397125 2.575519 -4.255639 0.7120 -0.2365 0.0206 0.10
C -1.350427 -4.760604 0.233007 -0.0775 -0.7636 0.1283 -0.21
C -1.086135 -4.944449 -1.265429 0.0772 -0.0832 -0.1870 -0.20
C 0.302527 -5.632996 -1.322013 0.2576 1.1605 0.2862 -0.20
S 0.137077 -6.951988 -0.082132 -0.1147 1.7601 0.0699 0.67
O 1.283744 -7.068060 0.781330 0.6596 -0.1204 -0.1176 -0.33
O -0.347810 -8.079087 -0.795673 -0.5103 -1.3441 -0.4087 -0.30
C -1.152053 -6.163751 0.909491 -1.4542 0.5587 -1.8698 -0.18
H -2.257324 -4.225338 0.535118 -0.3250 -0.6820 -0.4605 0.10
H -0.617300 -4.049153 0.519853 1.1128 0.3761 0.7121 0.06
H -1.082891 -3.957938 -1.744273 0.1245 -0.3442 -0.0578 0.09
H -1.819918 -5.592680 -1.757305 -0.0466 0.1488 0.0673 0.12
H 1.093636 -4.915474 -1.077119 -0.2580 0.0624 0.8977 0.08
H 0.704584 -5.931860 -2.283986 -0.7108 -0.9608 -0.2147 0.10
H -0.826672 -6.108541 1.924122 0.0604 -0.1312 0.5495 0.05
H -2.103848 -6.739609 0.752523 0.9931 0.2686 0.3374 0.11
```
Forces are in eV/Å.

Maximum force (eV/Å): 3.241
Orbital gap (eV): 10.00
HOMO energy (Ha): -0.362



Which of these has the highest orbital gap? C4H4O2